# 1
This record from the Open Molecules 2025 dataset describes C19H19F4N3O in the gas phase. The level of theory is wB97M-V/def2-TZVPD.

Geometry as XYZ:
```
46
Properties=species:S:1:pos:R:3:forces:R:3
C -2.60340 0.69124 1.31004 0.2 0.2 0.0
H 3.16679 2.42898 -1.19850 -0.1 0.1 0.0
F 8.16516 -0.86827 -0.64705 0.1 0.2 -0.1
H 1.72561 1.26360 0.14726 0.0 -0.2 0.1
H -7.39715 1.10026 -0.06490 -0.1 0.1 0.0
F 7.08318 -1.44786 1.11618 -0.2 0.1 0.2
O 2.43175 -1.41619 1.59535 0.1 -0.3 0.2
C 6.94617 -1.20365 -0.19742 0.2 -0.3 0.0
H 4.45295 -1.15123 0.75536 0.0 0.0 0.0
H -3.41027 1.34135 1.64225 0.0 0.0 0.0
H -1.73128 -1.68590 0.33935 -0.1 0.0 -0.1
C -6.98137 -0.91741 -0.62819 0.1 -0.1 0.0
H 0.16507 -0.70525 -0.89689 0.0 0.0 -0.1
C 6.18058 0.90559 -1.32430 0.1 -0.2 0.1
N -2.98067 0.00843 0.08771 0.5 0.2 -0.1
C -6.63397 0.34931 -0.19482 -0.2 -0.2 0.0
H -5.03873 1.63184 0.36117 0.0 0.1 0.0
H -0.09021 -1.05343 1.80559 0.1 0.1 0.0
H 5.38761 2.67299 -2.22527 0.0 0.1 -0.1
H -0.83483 0.67643 -1.39433 0.0 -0.1 0.0
C 5.90151 -0.16156 -0.48327 0.0 0.2 -0.1
C 4.65431 -0.31604 0.10433 0.0 0.0 0.0
C 1.86000 -0.42854 1.19981 -0.3 0.3 -0.1
C 5.18557 1.83631 -1.57471 0.0 0.0 0.0
H 0.46455 0.46303 2.52475 0.0 0.0 0.0
H -3.96953 -2.38770 -0.68542 0.1 -0.1 0.0
F -8.28150 -1.20024 -0.87484 0.1 0.0 0.0
C 0.41593 -0.10358 1.58970 0.0 -0.1 0.0
F 6.64987 -2.38662 -0.76922 -0.2 0.0 -0.1
H -2.21461 -1.30446 -1.33149 0.0 0.0 0.1
C -4.70000 -1.60536 -0.55641 0.2 0.2 0.2
C -1.92674 -0.86895 -0.37434 0.2 0.2 -0.1
C -1.34078 1.51899 1.05433 -0.2 0.0 0.2
H 7.15644 1.00723 -1.77125 0.1 0.0 0.0
C -4.31190 -0.33610 -0.11777 -0.5 -0.2 -0.1
H -1.04027 2.04125 1.96474 0.0 0.0 0.0
H -2.40518 -0.04020 2.11193 -0.1 0.0 0.0
C -6.02626 -1.89646 -0.81545 -0.4 0.2 0.0
N -0.22910 0.71407 0.57729 0.0 0.1 0.2
C 3.66004 0.62342 -0.15416 0.5 -0.2 -0.1
C -0.64873 -0.04422 -0.59224 -0.1 -0.2 -0.1
N 2.39049 0.53802 0.40188 -0.3 0.3 -0.1
C -5.30743 0.63387 0.05158 0.1 -0.1 0.0
H -1.55667 2.26166 0.28004 -0.1 0.0 0.1
H -6.32168 -2.87842 -1.14986 -0.1 -0.1 0.0
C 3.93869 1.69976 -0.99856 0.0 -0.1 0.1
```
Positions in Å, forces in eV/Å.

## Properties
SMILES string: O=C(CN1CCN(c2ccc(F)cc2)CC1)Nc1cccc(C(F)(F)F)c1
E_HOMO: -8.07 eV
spin multiplicity: 1
Kohn-Sham gap: 8.52 eV
total charge: 0



# 2
This record from the Open Molecules 2025 dataset describes a molecular structure, C19H19N2O4S at a distorted geometry. The level of theory is wB97M-V/def2-TZVPD.

Geometry as XYZ:
```
45
Properties=species:S:1:pos:R:3:forces:R:3
C -2.16325 3.34949 2.55949 -0.2 -0.8 1.0
C -1.21374 2.15529 2.78829 1.3 0.5 0.7
C -2.29905 3.43258 1.08825 -0.3 0.3 -1.9
C -2.15655 3.09345 -1.70869 0.5 -0.4 0.7
H -1.79285 4.25971 3.02001 0.2 0.1 -0.1
H 3.35239 -1.06767 -1.48072 -0.2 -0.2 0.0
H -0.52076 -3.27700 0.55874 0.9 0.9 -0.7
H -0.87735 -1.72808 -2.06606 0.5 0.0 -0.3
H 0.11620 0.12678 2.39374 0.7 0.6 -0.7
C -1.45997 2.16495 -0.87763 -1.2 1.1 -0.1
S 1.16485 -3.55942 1.78545 1.2 0.4 0.3
H -1.08421 -0.72176 -0.24909 0.5 0.8 -0.3
C 1.20513 -1.44853 -1.58144 0.4 0.1 -0.8
H 3.76333 -1.69010 -3.85470 0.1 0.2 0.1
H -3.10488 3.07777 3.06474 0.0 0.4 -0.3
C 2.55843 -4.37529 1.04396 0.4 -0.1 1.2
C 0.96098 -1.32022 -0.10647 -0.7 -1.4 1.6
O 0.51042 -4.64237 2.50148 -0.7 0.7 -0.4
C 2.75712 -1.67003 -3.46018 -0.6 0.2 -0.1
C 0.31136 2.51414 3.20776 -1.7 -0.8 0.8
O 1.55065 -2.36503 2.55345 0.0 -1.6 -0.7
H -3.30542 4.93435 -1.84414 0.3 -0.7 0.6
H -3.38946 5.24706 0.64708 -0.3 0.6 0.3
N 0.50121 -3.08877 0.38658 -1.4 -0.1 0.2
C -1.61656 2.34464 0.49655 0.3 0.1 -0.8
H 1.87254 -2.35121 -5.32851 0.1 0.2 0.1
C -2.90444 4.39185 0.24441 1.1 -2.0 -0.5
O 0.76334 1.65444 4.02026 0.3 1.5 -1.0
O 0.71543 3.51419 2.59564 0.8 -0.3 0.6
H -0.82728 1.35313 -1.23022 -0.4 0.2 -0.2
C 2.52005 -1.35151 -2.12146 -0.9 -0.5 0.1
C 0.14476 -1.68890 -2.46908 0.3 -0.6 -0.1
H 1.87863 -1.23876 0.49257 -0.4 0.2 -0.3
N -1.00268 1.55717 1.46594 -0.1 -2.3 0.0
C 1.69549 -2.00726 -4.31371 0.0 -0.4 0.5
H -1.59735 1.41123 3.48452 -0.1 0.1 -0.1
H 3.13523 -4.79163 1.88069 0.2 0.3 -0.4
H 2.27173 -5.18299 0.37493 -0.4 0.2 0.1
C 0.39907 -2.03495 -3.81270 -0.5 0.3 0.7
H -2.14827 2.93933 -2.78743 0.1 0.2 0.2
H 3.04682 -3.59172 0.50289 0.8 0.2 -0.3
H -0.45000 -2.36806 -4.42495 0.5 0.3 0.1
C -0.27943 0.39265 1.39740 -0.3 -0.7 -0.5
C -0.16376 -0.54327 0.32556 -1.2 2.0 0.3
C -2.83790 4.19032 -1.16320 -0.1 0.2 0.3
```
Positions in Å, forces in eV/Å.

## Properties
E_HOMO: -4.06 eV
spin multiplicity: 1
Kohn-Sham gap: 6.59 eV
total charge: -1



# 3
This record from the Open Molecules 2025 dataset describes C19H19N3O3 in the gas phase at a distorted geometry. The level of theory is wB97M-V/def2-TZVPD.

Geometry as XYZ:
```
44
Properties=species:S:1:pos:R:3:forces:R:3
C -1.18507 -0.78612 -0.28938 0.7 1.1 0.6
C 5.05963 2.31151 1.25001 -1.4 1.2 0.4
H 1.46861 2.08541 -0.14109 -0.1 -0.2 -0.1
H 4.52447 3.10839 3.62794 0.9 -1.4 1.0
C 4.81378 1.53006 0.13529 -0.9 -0.5 -0.2
H -6.78660 -0.79163 -0.19548 -2.1 -1.1 -0.4
C -4.81602 -1.04864 0.28031 1.0 0.4 0.3
H -5.84472 0.52102 -0.65097 0.0 0.9 -0.4
N 0.04761 -1.21510 -0.42411 0.2 0.1 -0.5
C -1.64872 0.65875 -0.62046 1.7 -1.8 -1.5
N -2.99854 0.67203 -0.38641 -1.1 0.2 -0.3
H 6.02303 2.25680 1.77795 -0.5 0.3 -0.4
H 5.60399 0.92520 -0.28099 0.2 0.0 0.0
H -0.65571 -3.36600 1.27390 1.4 0.1 0.1
O 2.71196 -1.83627 -0.96754 1.3 3.3 -0.9
C -2.58376 -2.84616 0.69169 0.1 1.3 -0.2
C -1.49563 -3.88649 0.89959 -1.4 -1.0 0.2
C 3.52181 1.37595 -0.42405 0.6 2.2 1.4
O 4.15699 3.69082 3.00783 -1.1 2.3 -1.5
N 1.01989 -0.40381 -1.00188 -0.2 1.8 0.1
C 3.02274 1.20971 -2.96979 -1.9 0.5 2.5
C -3.87470 -3.17470 1.06222 -1.0 -1.6 1.0
H -1.82330 -4.64995 1.69614 0.3 1.2 -1.2
H 1.87356 3.51121 1.84199 0.9 -0.8 -0.9
H -6.17692 0.25951 1.04408 -0.9 1.4 2.0
H -5.89789 -2.46048 1.17836 -2.1 -1.2 0.8
H -1.28367 -4.47124 -0.02789 0.1 0.7 0.7
C -2.41564 -1.48508 0.24371 0.6 -1.2 -0.6
H 3.75909 1.86248 -3.31766 1.5 0.7 -0.5
C -6.02159 -0.18388 0.13146 2.3 -0.5 -1.4
C 2.48036 2.12559 0.23548 0.2 -1.4 -2.5
H 2.17827 1.85598 -2.70669 -0.3 -0.1 -0.6
C 2.68582 2.95199 1.29035 0.1 1.7 1.4
C -3.53132 -0.59488 0.05541 2.8 -1.2 0.0
C 2.43364 -0.63738 -1.19739 -2.4 -5.1 0.9
C 3.97709 3.11591 1.76675 2.0 -2.9 1.1
H 0.73272 0.55189 -1.12967 -0.4 0.2 -0.2
O -0.87278 1.45444 -1.18004 -2.2 -0.1 1.2
H 4.28965 0.01462 -1.83244 1.6 -1.0 0.1
C 3.39368 0.52211 -1.66812 -2.3 -0.6 1.6
H -4.07651 -4.17377 1.59197 0.4 1.6 -1.0
C -4.93313 -2.31624 0.85534 1.5 1.2 -0.8
H -3.62077 1.30232 -0.88037 0.4 0.2 0.3
H 2.76458 0.45413 -3.64534 -0.5 -0.8 -1.4
```
Positions in Å, forces in eV/Å.

## Properties
SMILES string: Cc1ccc(C)c2c1NC(=O)/C2=N\NC(=O)[C@@H](C)c1ccc(O)cc1
E_HOMO: -8.35 eV
spin multiplicity: 1
Kohn-Sham gap: 7.93 eV
total charge: 0



# 4
This record from the Open Molecules 2025 dataset describes C19H19N3OS in the gas phase. The level of theory is wB97M-V/def2-TZVPD.

Geometry as XYZ:
```
43
Properties=species:S:1:pos:R:3:forces:R:3
C -0.25013 4.28320 2.93345 0.2 -0.1 -0.2
C -0.96901 1.50304 -2.60964 0.0 0.0 0.0
C 0.10188 1.53405 -1.73520 0.0 0.0 0.0
C 0.99703 -1.88593 0.70475 0.2 -0.2 -0.2
H -1.71370 1.10596 0.34848 0.0 -0.1 0.2
H -2.86680 1.34709 -4.33800 0.0 0.0 0.0
H -2.57378 2.06963 3.77530 -0.2 -0.2 0.1
C -1.77688 2.59237 3.27758 0.0 -0.2 -0.2
C 0.37352 -0.83305 -2.01533 -0.1 0.5 -0.2
H 1.64382 0.38136 -0.79255 0.1 0.0 0.0
C 1.56398 -2.35970 -0.50082 0.0 -0.1 0.5
H 1.41071 -2.56892 -2.49015 0.0 0.0 0.1
H 3.23174 -3.36440 2.77118 0.0 -0.1 0.1
H -3.37211 -0.23601 -3.74807 -0.1 0.0 -0.1
C -1.44974 0.88266 1.39280 -0.2 -0.3 -0.2
C -2.53454 0.32779 -4.15783 0.0 0.0 0.0
C -1.12007 -2.19461 -3.47069 0.0 0.1 0.1
H 0.41371 2.46659 -1.28787 0.0 0.1 0.0
H 1.21097 -1.89985 2.83035 0.0 0.0 0.1
H 0.58943 0.40515 1.69339 0.0 -0.1 -0.1
O -1.31535 -1.60085 0.19989 -0.2 -0.1 -0.2
H 0.32873 5.17942 3.03490 0.1 0.2 0.1
H -0.48149 -2.46580 -4.31331 0.0 -0.1 -0.1
H -2.29247 0.34666 1.84186 0.0 0.2 -0.1
C -1.17747 2.13262 2.14717 0.3 0.2 0.0
H -1.02737 -2.96339 -2.70637 0.0 -0.1 0.0
H -2.14824 -2.17538 -3.81532 -0.1 0.0 -0.1
N -0.28886 0.00789 1.39898 0.0 0.2 0.2
C -1.24949 3.82550 3.72605 0.1 0.2 0.0
C -0.30605 -1.15928 0.71098 0.1 0.1 0.5
C 1.61905 -2.24088 1.88872 0.1 0.0 -0.2
C 0.78363 0.36863 -1.44671 0.1 0.0 -0.2
H -1.49718 2.41787 -2.83717 -0.1 0.1 -0.1
C 3.14962 -3.55194 0.63260 0.0 0.0 0.3
H -2.25767 -0.11914 -5.11121 -0.1 0.0 -0.1
H 3.97461 -4.24778 0.55133 0.1 -0.1 0.1
C -0.70878 -0.87137 -2.89916 0.2 0.0 0.1
C 2.73209 -3.07263 1.86177 0.0 0.0 0.1
S 0.06393 3.22542 1.61458 -0.4 -0.1 0.4
N 1.06717 -2.01520 -1.71883 -0.1 -0.2 -0.5
C -1.37527 0.31535 -3.20541 0.1 0.1 0.0
N 2.59659 -3.20165 -0.51417 -0.1 0.1 -0.4
H -1.60022 4.34119 4.60172 0.0 0.1 0.1
```
Positions in Å, forces in eV/Å.

## Properties
SMILES string: Cc1cccc(Nc2ncccc2C(=O)NCc2cccs2)c1C
E_HOMO: -7.89 eV
spin multiplicity: 1
Kohn-Sham gap: 8.51 eV
total charge: 0



# 5
This record from the Open Molecules 2025 dataset describes a molecular structure, C19H19N3OS2 at a distorted geometry. The level of theory is wB97M-V/def2-TZVPD.

Geometry as XYZ:
```
44
Properties=species:S:1:pos:R:3:forces:R:3
H -5.59449 -0.59481 2.03884 -0.5 0.0 -1.9
H -8.23321 -0.85677 -0.66315 2.3 0.1 -3.1
C -3.56188 0.83059 -1.06063 9.1 -5.2 12.2
C -4.18631 -0.25917 0.11022 -3.6 9.0 -11.8
C -2.15087 1.11404 -0.92353 -2.8 -4.7 1.6
H 4.88161 1.17414 0.17182 -6.8 11.1 0.6
C 6.79787 0.46960 0.05675 -8.0 -9.3 0.8
H -1.33245 -1.25508 1.60530 -1.7 1.8 -2.1
N 6.92553 -1.83819 -0.52305 2.2 -2.5 2.1
H 7.24185 1.25881 0.22470 4.5 7.8 1.7
H 5.19123 -3.22590 -0.40786 1.5 3.6 0.0
H -1.61209 1.67535 -1.61343 0.5 1.2 -1.2
C -6.09160 -0.97366 0.99099 -5.9 5.4 10.6
C -1.27162 0.20482 -0.01868 -4.2 3.5 -2.4
H 3.03068 -2.03150 -0.35044 -1.2 -1.5 0.1
C -3.29730 -0.77123 0.75265 2.4 -7.5 9.7
N -5.50686 -0.43523 -0.01276 1.3 2.8 -5.8
C 5.30450 0.40162 0.14888 10.0 -14.0 -3.6
C -6.25263 -2.31337 1.31126 2.1 -4.5 -8.6
S 2.39724 1.46102 0.22816 0.5 3.8 0.8
H -5.61581 0.31915 -1.82050 2.2 1.8 -3.0
S -0.06694 2.89915 0.46676 -4.4 8.6 1.9
H -7.93745 -0.34287 -2.38352 -2.1 1.0 -3.8
C 5.69739 -2.03305 -0.29790 -6.6 -2.0 -1.8
C 7.45021 -0.77978 0.03392 4.2 4.1 -3.8
H -3.73363 -1.54054 1.59495 1.4 1.7 -1.9
C -6.26538 0.38382 -1.06844 -4.8 -4.8 4.0
N 0.09279 0.41216 -0.11502 -0.5 -0.2 0.8
H 8.63205 -0.68006 -0.17187 -2.5 -0.4 1.0
H -7.19391 -0.35301 1.22094 2.4 -1.6 -0.8
C -7.36413 -0.79501 -1.71663 -0.2 3.0 9.4
C 0.92086 -0.68258 -0.24668 4.8 8.1 1.3
O 0.61337 -1.75723 -0.24831 -2.1 -8.0 -0.7
H -6.56034 -2.58596 2.19527 -1.7 -1.1 4.7
C 3.32810 -1.07138 -0.05890 2.5 -1.4 -2.1
H -5.19623 -2.73706 1.07106 -1.8 -0.2 0.6
C 0.60320 1.61699 0.30757 5.3 -7.7 -2.6
H -6.91774 1.19188 -0.53600 1.8 -0.8 -1.6
H -6.92823 -2.70066 0.43208 0.9 -0.4 1.8
C -1.96580 -0.57787 0.80662 5.6 -2.3 2.6
C 2.46511 -0.11034 -0.12855 -4.8 -2.9 0.0
H -4.00000 1.12063 -1.79150 -5.6 4.0 -8.5
H -6.94355 -1.72577 -1.57544 0.9 -1.9 -1.2
C 4.73716 -0.93473 -0.24516 3.1 2.8 4.3
```
Positions in Å, forces in eV/Å.

## Properties
E_HOMO: -7.95 eV
spin multiplicity: 1
Kohn-Sham gap: 7.35 eV
total charge: 0



Q: What is the total charge in the fourth record?
A: 0



Copy entry 2 word for word.
This record from the Open Molecules 2025 dataset describes a molecular structure, C19H19N2O4S at a distorted geometry. The level of theory is wB97M-V/def2-TZVPD.

Geometry as XYZ:
```
45
Properties=species:S:1:pos:R:3:forces:R:3
C -2.16325 3.34949 2.55949 -0.2 -0.8 1.0
C -1.21374 2.15529 2.78829 1.3 0.5 0.7
C -2.29905 3.43258 1.08825 -0.3 0.3 -1.9
C -2.15655 3.09345 -1.70869 0.5 -0.4 0.7
H -1.79285 4.25971 3.02001 0.2 0.1 -0.1
H 3.35239 -1.06767 -1.48072 -0.2 -0.2 0.0
H -0.52076 -3.27700 0.55874 0.9 0.9 -0.7
H -0.87735 -1.72808 -2.06606 0.5 0.0 -0.3
H 0.11620 0.12678 2.39374 0.7 0.6 -0.7
C -1.45997 2.16495 -0.87763 -1.2 1.1 -0.1
S 1.16485 -3.55942 1.78545 1.2 0.4 0.3
H -1.08421 -0.72176 -0.24909 0.5 0.8 -0.3
C 1.20513 -1.44853 -1.58144 0.4 0.1 -0.8
H 3.76333 -1.69010 -3.85470 0.1 0.2 0.1
H -3.10488 3.07777 3.06474 0.0 0.4 -0.3
C 2.55843 -4.37529 1.04396 0.4 -0.1 1.2
C 0.96098 -1.32022 -0.10647 -0.7 -1.4 1.6
O 0.51042 -4.64237 2.50148 -0.7 0.7 -0.4
C 2.75712 -1.67003 -3.46018 -0.6 0.2 -0.1
C 0.31136 2.51414 3.20776 -1.7 -0.8 0.8
O 1.55065 -2.36503 2.55345 0.0 -1.6 -0.7
H -3.30542 4.93435 -1.84414 0.3 -0.7 0.6
H -3.38946 5.24706 0.64708 -0.3 0.6 0.3
N 0.50121 -3.08877 0.38658 -1.4 -0.1 0.2
C -1.61656 2.34464 0.49655 0.3 0.1 -0.8
H 1.87254 -2.35121 -5.32851 0.1 0.2 0.1
C -2.90444 4.39185 0.24441 1.1 -2.0 -0.5
O 0.76334 1.65444 4.02026 0.3 1.5 -1.0
O 0.71543 3.51419 2.59564 0.8 -0.3 0.6
H -0.82728 1.35313 -1.23022 -0.4 0.2 -0.2
C 2.52005 -1.35151 -2.12146 -0.9 -0.5 0.1
C 0.14476 -1.68890 -2.46908 0.3 -0.6 -0.1
H 1.87863 -1.23876 0.49257 -0.4 0.2 -0.3
N -1.00268 1.55717 1.46594 -0.1 -2.3 0.0
C 1.69549 -2.00726 -4.31371 0.0 -0.4 0.5
H -1.59735 1.41123 3.48452 -0.1 0.1 -0.1
H 3.13523 -4.79163 1.88069 0.2 0.3 -0.4
H 2.27173 -5.18299 0.37493 -0.4 0.2 0.1
C 0.39907 -2.03495 -3.81270 -0.5 0.3 0.7
H -2.14827 2.93933 -2.78743 0.1 0.2 0.2
H 3.04682 -3.59172 0.50289 0.8 0.2 -0.3
H -0.45000 -2.36806 -4.42495 0.5 0.3 0.1
C -0.27943 0.39265 1.39740 -0.3 -0.7 -0.5
C -0.16376 -0.54327 0.32556 -1.2 2.0 0.3
C -2.83790 4.19032 -1.16320 -0.1 0.2 0.3
```
Positions in Å, forces in eV/Å.

## Properties
E_HOMO: -4.06 eV
spin multiplicity: 1
Kohn-Sham gap: 6.59 eV
total charge: -1



Q: Which value of Kohn-Sham gap does entry 3 give?
A: 7.93 eV